Formula: C23H13BaCl6N3O14
Source: the Open Molecules 2025 dataset
Level of theory: wB97M-V/def2-TZVPD

Kohn-Sham gap: 4.77 eV
total charge: -2
LUMO level: 3.25 eV

Last column: natural (NBO) charge in e.
Geometry (Å):
Ba  0.648556  -0.938638  0.007643  1.83
O  4.368060  0.530778  2.627838  -0.68
C  3.556221  -0.316343  1.972858  0.80
O  2.386585  -0.426463  2.240019  -0.63
C  4.281780  -1.071621  0.881860  -0.19
O  3.487671  -2.101638  0.373895  -0.56
C  3.439840  -3.255070  1.223129  -0.20
C  2.099542  -4.017764  1.099615  0.76
O  2.152058  -5.210374  1.402591  -0.71
O  1.112396  -3.314067  0.753580  -0.85
H  3.802056  1.060268  3.208732  0.49
H  5.243659  -1.429057  1.266896  0.19
H  4.457475  -0.344814  0.086767  0.27
H  3.530163  -2.949730  2.271719  0.18
H  4.271336  -3.922319  0.981113  0.18
O  -3.849667  -1.986238  -4.985280  -0.59
C  -3.079693  -1.710840  -4.084219  0.36
C  -1.752608  -1.007823  -4.233458  0.34
O  -1.264770  -0.618044  -5.283618  -0.60
C  -1.205929  -0.868307  -2.873221  0.26
C  -2.057311  -1.563634  -1.947512  0.24
O  -1.795740  -1.676480  -0.710481  -0.83
C  -3.290858  -1.967131  -2.618845  0.33
O  -4.319585  -2.392012  -2.094844  -0.64
O  -0.170454  -0.234561  -2.516178  -0.79
O  2.847096  5.295086  -0.928395  -0.70
C  1.545134  5.431575  -0.783900  0.79
O  0.996890  6.507434  -0.895693  -0.63
C  0.765839  4.199205  -0.469284  -0.29
C  -0.588043  4.173417  -0.195573  0.17
Cl  -1.751948  5.416902  -0.212466  0.07
N  -0.938444  2.902170  0.089211  -0.19
N  0.122042  2.080553  0.004915  -0.26
C  1.151634  2.836301  -0.330637  0.05
C  2.494684  2.151586  -0.475597  0.79
O  3.508975  2.884537  -0.554599  -0.73
O  2.477429  0.906263  -0.464593  -0.80
C  -2.225377  2.353699  0.386256  0.10
C  -2.954987  2.835156  1.463975  -0.22
C  -4.170295  2.240989  1.760952  -0.23
C  -4.628147  1.167953  1.002357  -0.23
C  -3.879271  0.684602  -0.060783  -0.19
C  -2.671597  1.292810  -0.381151  -0.14
H  3.147007  4.315550  -0.841591  0.51
H  -2.568551  3.652507  2.058317  0.22
H  -4.755150  2.605450  2.596806  0.20
H  -5.572153  0.698306  1.250349  0.21
H  -4.211276  -0.176405  -0.628660  0.26
H  -2.061977  0.936437  -1.201900  0.25
Cl  2.772013  -5.504997  -2.593320  -0.05
C  3.009106  -3.748172  -2.472185  -0.40
Cl  1.543866  -2.828057  -2.792912  0.02
H  3.750459  -3.468386  -3.211130  0.21
H  3.340383  -3.516385  -1.468202  0.23
Cl  -2.279959  -2.375112  4.899717  0.07
C  -3.047439  -1.229817  3.783060  -0.21
Cl  -4.264451  -2.046194  2.810466  0.11
Cl  -3.768715  0.106537  4.704695  0.05
C  -2.013626  -0.697693  2.896759  0.25
N  -1.171925  -0.351856  2.204117  -0.26

Cartesian forces (eV/Å) of the 6 atoms listed first:
-0.4 0.1 -0.7
0.0 0.0 -0.1
0.0 0.0 0.0
0.1 0.0 0.2
0.0 0.0 0.0
0.0 0.0 0.1

Formula: C23H13Cl2F9InO4S
Source: the Open Molecules 2025 dataset
Level of theory: wB97M-V/def2-TZVPD

Kohn-Sham gap: 7.81 eV
total charge: +1
LUMO level: -3.83 eV

Last column: Mulliken charge in e.
Geometry (Å):
In  -0.025441  -1.323653  0.175686  1.84
Cl  5.414750  -4.858604  3.605329  -0.19
C  4.301661  -3.966550  2.632704  0.16
C  4.563050  -3.811468  1.267334  -0.48
C  3.723371  -3.065027  0.469356  0.15
Cl  4.037029  -2.893751  -1.214310  -0.16
C  2.622605  -2.399865  1.028205  -0.11
O  1.950805  -1.499490  0.334174  -0.42
C  2.302528  -2.668257  2.379611  1.18
C  1.027685  -2.300110  2.919189  -0.11
O  0.108435  -1.697854  2.333373  -0.61
C  3.163515  -3.438263  3.183347  -1.08
H  5.432295  -4.284730  0.831093  0.47
H  0.811767  -2.653343  3.935059  0.40
H  2.919474  -3.621616  4.221828  0.43
O  0.424413  0.308614  -1.100507  -0.44
S  -0.596891  1.423928  -1.425793  0.08
C  0.341974  2.600406  -2.347836  0.59
C  -0.276081  3.171185  -3.448784  -0.21
C  0.426214  4.111064  -4.192536  -0.73
C  1.724704  4.438521  -3.838190  -0.42
C  2.335153  3.842306  -2.737254  -0.72
C  1.643440  2.918748  -1.976985  -0.40
C  -0.808040  2.282575  0.121428  0.93
C  -0.058097  1.940843  1.233737  -0.13
C  -0.317024  2.581340  2.438330  -0.89
C  -1.303533  3.552689  2.511133  -0.52
C  -2.032576  3.898537  1.379728  -0.65
C  -1.793849  3.257157  0.175834  -0.83
H  -1.283191  2.884929  -3.725625  0.48
H  -0.039798  4.575980  -5.050170  0.41
H  2.274330  5.160327  -4.427312  0.41
H  3.350755  4.103913  -2.473589  0.41
H  2.101646  2.443039  -1.119630  0.39
H  0.755938  1.227173  1.163494  0.63
H  0.259769  2.324057  3.316379  0.47
H  -1.504504  4.047057  3.451706  0.42
H  -2.794089  4.664112  1.436969  0.42
H  -2.371688  3.509565  -0.705328  0.44
F  -4.330418  -0.161386  -0.919705  -0.20
C  -4.280569  -1.356359  -0.335543  0.38
F  -4.696594  -1.223698  0.922613  -0.24
F  -5.108746  -2.177098  -0.978369  -0.24
C  -2.821502  -1.894579  -0.347748  0.92
O  -1.980923  -0.894172  0.080599  -0.82
C  -2.394749  -2.281454  -1.792855  0.59
F  -2.593250  -1.282868  -2.636867  -0.24
F  -1.030830  -2.508805  -1.796656  -0.29
F  -2.971877  -3.375135  -2.250742  -0.23
C  -2.718006  -3.129005  0.603541  0.47
F  -2.635703  -2.728038  1.865293  -0.22
F  -3.706130  -3.990023  0.478822  -0.23
F  -1.543184  -3.782878  0.346449  -0.25

Cartesian forces (eV/Å) of the 6 atoms listed first:
0.2 0.6 0.2
0.0 0.0 0.0
0.0 0.0 0.1
0.0 0.0 0.0
0.1 0.1 0.0
0.0 0.0 0.0

Formula: C23H13Cl7IN2O4PSe2Ti
Source: the Open Molecules 2025 dataset
Level of theory: wB97M-V/def2-TZVPD

Kohn-Sham gap: 4.58 eV
total charge: -2
LUMO level: 3.36 eV

Last column: natural (NBO) charge in e.
Geometry (Å):
Ti  -0.727489  1.178509  -1.350588  1.15
Cl  -4.728702  6.684852  -0.959321  -0.01
C  -3.393056  5.601608  -1.213821  -0.09
C  -2.245940  6.049419  -1.840761  -0.12
Cl  -2.137715  7.683582  -2.424993  -0.01
C  -1.161728  5.172554  -2.010272  -0.14
Cl  0.299126  5.698463  -2.782198  0.00
C  -1.227938  3.867581  -1.566537  0.30
O  -0.234616  2.994239  -1.658891  -0.68
C  -2.431107  3.379641  -0.955179  0.28
O  -2.450743  2.130212  -0.581055  -0.75
C  -3.484755  4.272363  -0.777226  -0.14
Cl  -4.923732  3.677638  -0.012720  -0.01
Se  1.186757  0.311089  -2.295367  -0.44
P  0.370668  -2.269889  -0.091983  0.64
Se  -1.445071  -3.248937  0.817279  -0.84
C  1.342587  -1.634695  1.382960  -0.32
C  0.878536  -1.661599  2.692469  -0.25
C  1.602804  -1.063387  3.722241  -0.23
C  2.816662  -0.445663  3.462496  -0.24
C  3.306660  -0.438150  2.159117  -0.26
C  2.576257  -1.019315  1.134962  -0.16
C  1.580325  -3.656952  -0.427222  -0.31
C  2.592954  -3.432128  -1.357249  -0.23
C  3.609465  -4.365370  -1.542143  -0.23
C  3.613833  -5.545028  -0.813120  -0.25
C  2.579456  -5.796885  0.084933  -0.24
C  1.571000  -4.863154  0.270535  -0.15
H  -0.071480  -2.148774  2.891518  0.24
H  1.206964  -1.075099  4.733284  0.19
H  3.370902  0.035006  4.261212  0.19
H  4.259336  0.033147  1.940356  0.20
H  2.941471  -0.967059  0.114636  0.22
H  2.580692  -2.511737  -1.932933  0.23
H  4.404599  -4.162052  -2.251787  0.19
H  4.419878  -6.260750  -0.934879  0.19
H  2.571752  -6.719904  0.655661  0.19
H  0.759335  -5.050052  0.966478  0.23
Cl  -4.326204  -1.949814  -2.125996  0.07
C  -3.621842  -0.746758  -3.184868  -0.19
Cl  -2.967814  -1.521012  -4.645157  0.02
Cl  -4.839851  0.459519  -3.650853  0.02
C  -2.443673  -0.009174  -2.490944  0.74
O  -2.030600  -0.429098  -1.384096  -0.63
O  -1.944683  0.988418  -3.060403  -0.62
I  0.803903  2.999020  4.283827  0.16
C  0.011273  1.954818  2.711940  -0.30
C  -1.114776  1.150441  2.732352  -0.02
N  -1.231557  0.629952  1.517091  -0.27
N  -0.253353  1.033378  0.704718  -0.29
C  0.516691  1.845377  1.414527  0.00
H  -1.815280  0.927586  3.518520  0.23
H  -1.917773  -0.041736  1.179960  0.47
H  1.397618  2.275757  0.969481  0.25

Cartesian forces (eV/Å) of the 6 atoms listed first:
2.4 -0.2 -1.5
0.0 0.0 0.0
-0.1 0.0 0.0
0.1 0.1 0.0
0.0 -0.1 0.0
0.1 0.1 -0.1

Formula: C23H13F5N5O5ReSe
Source: the Open Molecules 2025 dataset
Level of theory: wB97M-V/def2-TZVPD

Kohn-Sham gap (alpha / beta): 7.33 / 7.12 eV
total charge: +1
LUMO level (alpha / beta): -4.75 / -4.75 eV
spin multiplicity: 2

Last column: Löwdin spin population.
Geometry (Å):
Re  -0.330171  -0.216593  0.455454  0.88
O  -3.908349  -1.115924  -1.224154  0.01
C  -2.866898  -0.608165  -0.903607  0.01
N  -2.035000  -1.089387  0.116905  0.03
C  -2.080210  -2.538193  0.309264  0.01
C  -0.859769  -3.084134  -0.397215  0.00
C  -0.754027  -4.371446  -0.886844  0.00
C  0.409649  -4.742825  -1.543611  0.00
C  1.424316  -3.811621  -1.694046  0.00
C  1.248302  -2.542425  -1.176236  0.00
N  0.131238  -2.186680  -0.533759  0.00
C  -2.248321  0.533578  -1.641701  0.00
C  -2.896473  1.200549  -2.656455  0.00
C  -2.174252  2.129234  -3.396842  0.00
C  -0.835708  2.323883  -3.107639  0.00
C  -0.257166  1.630831  -2.053719  0.00
N  -0.959935  0.763856  -1.325976  0.01
H  -2.040008  -2.783370  1.373652  0.00
H  -3.006650  -2.947830  -0.090304  0.00
H  -1.577230  -5.061821  -0.766322  0.00
H  0.515103  -5.741636  -1.944066  0.00
H  2.342289  -4.054086  -2.208931  0.00
H  2.010359  -1.780777  -1.272459  0.00
H  -3.932186  0.970087  -2.860681  0.00
H  -2.646838  2.678490  -4.199283  0.00
H  -0.234515  3.014385  -3.681930  0.00
H  0.780224  1.764590  -1.775218  0.00
O  4.698620  -1.554876  3.235649  0.00
C  3.669521  -1.872350  4.005198  0.00
O  3.791988  -2.337389  5.102630  0.00
C  2.294082  -1.647464  3.452535  0.00
C  1.146277  -1.972607  4.149996  0.00
N  0.096294  -1.651303  3.376529  0.00
N  0.493877  -1.136296  2.211582  0.01
C  1.824216  -1.118158  2.242451  0.01
C  2.487468  -0.506584  1.050473  0.01
O  3.682164  -0.498741  0.897245  0.00
O  1.621542  0.013881  0.201798  0.05
H  4.441833  -1.172998  2.368336  0.00
H  1.034695  -2.404144  5.130286  0.00
H  -0.885047  -1.706318  3.604407  0.00
F  0.167845  6.433822  -1.809995  0.00
C  -0.058759  5.403657  -1.010309  0.00
C  0.996039  4.791879  -0.346571  0.00
F  2.231463  5.249612  -0.501432  0.00
C  0.744420  3.705651  0.477403  0.00
F  1.773944  3.138859  1.105078  0.00
C  -0.540980  3.208949  0.651380  0.00
Se  -0.835593  1.707217  1.806156  -0.04
C  -1.573167  3.838310  -0.021460  0.00
F  -2.814945  3.352186  0.070151  0.00
C  -1.349812  4.924347  -0.847258  0.00
F  -2.355775  5.478306  -1.516541  0.00

Cartesian forces (eV/Å) of the 6 atoms listed first:
-0.2 0.4 0.6
0.0 0.1 0.0
-0.1 -0.1 0.1
-0.1 -0.2 -0.2
0.1 0.0 0.1
-0.1 -0.1 0.0

Looking at ΔE to the lowest compared entry with this formula, charge and spin for the records above, in order, we have 60.1, 52.7, 201.6, 0.0 kJ/mol.